(1)
Density functional theory data (ωB97M-V/def2-TZVPD) for C48H61ClN4O2SeTi as an isolated structure at a distorted geometry.

```
118
Properties=species:S:1:pos:R:3:forces:R:3:lowdin_spin:R:1
Se -0.62603 -0.28891 -0.81039 -0.493 3.152 -1.262 0.001
Ti 0.16342 0.41338 2.20250 1.043 0.975 0.152 0.897
Cl 0.67008 1.34682 4.34916 -0.319 -0.026 0.016 0.031
O 0.29325 -1.49360 2.62542 -4.330 0.427 -0.204 -0.006
O 0.27023 2.06874 1.26615 -0.648 0.766 -4.123 -0.004
N -1.69520 -3.56857 -2.39089 0.671 2.243 -0.172 0.000
N -1.96570 0.19171 2.23411 -1.470 -3.435 -2.910 0.028
N -7.52993 -1.93074 -0.54381 -0.296 -0.450 -0.380 0.133
N -7.64454 0.17858 -1.48892 3.396 7.760 -0.662 0.082
C 1.59110 4.95489 -4.73651 -4.744 -0.680 -5.122 0.000
C 6.51690 -2.11178 2.32073 -2.005 -3.424 -1.047 0.000
C -4.00934 0.65611 3.61144 -3.639 1.348 0.407 0.012
C 0.26536 2.01267 -2.56517 -2.244 -4.787 0.918 0.000
C 3.41713 -0.11284 1.65801 4.794 0.383 -0.879 0.017
C 1.76444 -3.92289 3.17775 1.569 3.551 5.077 0.000
C 6.21211 -0.65873 0.48079 1.350 4.563 -4.943 0.000
C -2.25545 -2.69009 -1.35979 2.968 2.489 0.427 0.002
C -0.70986 -2.86517 -3.26754 -0.251 -0.471 0.079 0.000
C -2.62296 -0.91438 1.72757 -3.740 3.597 5.426 0.155
C -4.02328 0.91341 -3.09006 2.273 -3.120 -1.094 -0.001
C 1.57616 4.45449 0.57313 -0.742 1.543 3.123 0.000
C 2.15021 -0.12107 1.83199 -7.120 -1.444 1.145 0.008
C -2.78534 1.03772 -2.34442 -4.818 -1.181 -1.740 0.000
C 1.40931 3.53953 -4.29670 -0.787 -2.391 2.163 0.000
C -4.17772 -1.42155 -2.66226 0.715 -4.795 0.269 0.000
C 2.74954 2.98212 -4.43296 7.553 -3.140 -0.791 0.000
C -7.93675 -1.00745 -1.43678 1.046 -3.550 3.009 0.017
C 1.05173 3.55648 -0.51239 0.690 1.348 1.650 0.000
C 0.96353 -4.40804 2.07142 -2.710 3.773 -1.783 0.002
C 0.40371 2.32314 -0.06471 0.203 1.910 -1.388 0.000
C 2.41974 5.69600 0.16432 -2.500 -2.792 1.957 0.000
C 0.91917 3.17146 -2.76656 0.332 -0.175 -7.432 0.000
C -4.60980 -0.38977 -3.41264 1.743 5.032 2.834 0.004
C -2.61663 -4.47190 -3.19722 1.971 2.875 -0.856 0.000
C -4.60674 -2.33813 1.80224 -0.370 -6.209 -1.267 0.158
C -2.40125 -0.02025 -1.66888 0.350 -6.277 1.719 0.000
C -4.81796 -0.43999 3.15270 7.584 2.891 -1.244 0.023
C 1.33879 4.00597 -1.84011 -2.436 1.968 3.041 0.000
C 0.24961 5.09033 1.57032 -1.306 1.145 -1.948 0.000
C 5.77488 -0.89982 1.89339 0.879 1.875 0.547 0.000
C 6.30602 0.35403 2.82512 2.254 -6.005 -2.791 0.000
C -6.10563 -0.18877 0.20596 3.171 5.686 4.567 0.016
C -6.62505 -1.44263 0.28067 3.223 -5.004 3.527 0.098
C -3.92811 -1.21404 2.25774 -0.604 0.550 0.259 0.044
C 2.84522 -4.99105 3.65184 1.289 0.531 2.876 0.000
C -2.75249 0.90370 2.92511 0.195 3.773 6.727 0.059
C 0.86532 -3.72538 4.47882 -4.350 -6.295 -3.547 0.000
C -3.13098 -1.34669 -1.81449 5.914 2.669 0.256 0.002
C 3.86438 -2.24019 2.75293 -3.687 -3.749 0.907 0.012
C 1.52020 -1.32791 2.46905 8.184 -2.888 0.926 0.005
C -5.80464 -2.46344 1.16102 -2.896 -0.264 -3.110 0.083
C -0.10122 1.66602 -1.25740 1.470 -2.181 3.397 0.000
C 0.08616 2.88315 -5.54538 11.750 -2.465 -4.436 0.000
C -6.54642 0.72617 -0.63178 -4.671 -2.508 -2.681 0.061
C 4.26746 -1.12147 2.16765 3.325 2.483 -2.276 0.005
C 2.44973 -2.41840 2.93161 -1.758 0.027 -1.576 0.009
C 2.47359 3.72490 1.58790 6.313 -2.117 2.320 0.000
H -5.60986 -0.21821 -3.51877 -2.903 -0.399 -2.084 0.000
H 1.20907 5.08804 -2.25195 1.598 -1.529 1.663 0.000
H 0.55768 5.29334 -4.35579 2.173 1.952 -0.368 0.000
H 1.33145 -3.15679 5.15451 1.349 2.113 2.872 0.000
H -0.28384 -3.45482 4.19049 3.107 -0.181 0.889 0.000
H -1.40659 -2.60326 -0.20638 -2.376 0.068 -4.037 0.001
H -0.51513 5.25271 0.76846 0.566 0.942 0.148 0.000
H 2.87113 2.62413 1.92561 -2.816 1.371 -1.946 0.000
H -0.09742 1.02884 -3.18757 1.367 3.232 0.324 0.000
H -0.36522 2.02716 -5.31746 -0.692 -4.921 0.244 0.000
H -4.22254 -3.75628 1.77488 0.083 4.428 0.464 0.011
H 6.29851 -3.51283 1.61310 -0.338 3.804 1.927 0.000
H -0.29596 -3.64476 1.75480 4.210 -1.680 0.902 0.001
H -2.67909 -4.09130 -4.35301 0.787 -1.330 2.457 0.000
H 0.02893 5.98211 2.40306 1.897 -1.966 -2.323 0.000
H 7.30983 0.45102 2.38458 0.724 -0.735 1.417 0.000
H 2.48819 5.32704 -5.39774 -1.417 -0.025 2.812 0.000
H 3.26690 5.57525 -0.35684 4.183 -1.757 -0.547 0.000
H -5.80018 -0.69936 3.04306 -2.539 -0.532 1.069 0.003
H -5.48091 0.44101 1.15961 -1.278 -2.685 -3.025 0.003
H 3.90056 3.59423 -4.19676 -3.899 -0.279 -0.770 0.000
H 3.42991 -5.51075 2.97669 0.572 -1.037 -2.456 0.000
H -1.94195 -5.34530 -2.91382 -2.653 -0.289 -1.271 0.000
H 7.15495 -0.91460 -0.22264 -1.845 -0.386 2.725 0.000
H 6.04534 -0.25045 3.62822 0.546 0.793 3.058 0.000
H 1.71538 -4.31458 1.30859 -0.740 -1.027 -1.593 0.000
H -4.50656 1.68619 4.55338 1.770 -3.426 -3.222 0.001
H 3.76213 -4.86125 4.40884 -1.629 1.830 -1.349 0.000
H -1.25337 -1.77389 -3.64179 0.743 -3.295 -1.421 0.000
H 2.55318 4.05579 2.61954 -1.467 0.886 0.221 0.000
H 3.64710 3.93490 1.47183 -1.937 0.491 -1.030 0.000
H 2.39934 6.29139 0.99580 1.340 1.073 2.712 0.000
H -3.59763 -4.08805 -2.88385 -0.076 -2.122 0.517 0.000
H 2.75620 2.78198 -5.52800 1.079 -0.120 0.377 0.000
H 0.72165 -5.05968 4.92320 0.227 4.084 -0.786 0.000
H 3.85708 0.69077 0.99785 -0.078 -0.704 0.970 0.001
H -6.38585 1.76976 -0.70400 0.397 0.606 -0.036 0.004
H -8.48665 -1.39201 -2.17613 -2.834 -1.406 -2.795 -0.002
H 6.08634 0.59562 -0.19538 0.140 -3.050 2.813 0.000
H -4.45100 -2.49950 -2.90470 -0.569 1.585 0.442 0.000
H 4.37588 -3.23241 2.90108 0.219 1.798 -0.020 0.000
H 0.99170 4.75891 -5.94297 1.309 0.838 2.700 0.000
H -0.10268 -2.16327 -2.77132 1.517 -0.339 2.010 0.000
H 0.43564 -5.23596 2.37451 -0.511 -2.728 -0.129 0.000
H 3.38680 2.03571 -3.92302 -3.296 1.526 -0.963 0.000
H 2.18077 6.42177 -0.46235 -3.625 2.930 -3.576 0.000
H -3.09675 -2.88456 -0.87341 -3.351 -3.701 2.295 0.001
H 0.17426 -3.81582 -3.67643 -3.203 3.423 0.133 0.000
H 2.50063 -5.73198 4.36907 -1.388 -0.471 -0.650 0.000
H 6.37097 -2.20045 3.36696 0.255 -1.020 0.979 0.000
H -0.46105 3.35173 -4.97428 -6.010 7.524 3.617 0.000
H -2.15037 1.63220 3.54801 -0.825 0.015 -1.130 0.004
H -2.35878 -1.66217 1.16509 2.792 -3.294 -3.205 0.013
H -2.28488 1.89424 -2.27613 1.838 3.499 -0.070 0.000
H 0.92342 2.84353 -6.46560 -3.498 0.817 2.236 0.000
H -0.32437 4.29903 1.95615 0.236 -1.708 1.205 0.000
H -4.14233 1.54904 -3.92131 -0.927 1.869 -0.206 0.000
H 5.33527 -1.03685 0.14047 -2.098 -1.672 -3.127 0.000
H -6.08574 -3.55120 0.84375 0.114 2.153 0.823 0.003
H 6.04447 1.28235 2.63860 -3.121 4.103 -0.517 0.000
H 7.45657 -2.19339 1.96879 3.518 0.551 -0.424 0.000
```
Forces are in eV/Å.

Results
* net charge: -2
* Kohn-Sham gap (alpha / beta): 0.136 / 0.216 Ha
* multiplicity: 3


(2)
Density functional theory data (ωB97M-V/def2-TZVPD) for C48H62AsBaN5O6P2Si2Te as an isolated structure at a distorted geometry.

```
128
Properties=species:S:1:pos:R:3:forces:R:3:mulliken_charge:R:1
Ba 1.44820 0.71183 0.10525 -0.701 0.716 -0.662 -0.219
Te 4.68721 1.55717 -0.00087 0.263 0.685 -0.305 -0.158
As -3.13837 0.94284 1.03451 -0.323 0.096 -0.233 -0.022
P -0.34450 -2.20666 -1.63053 0.366 0.188 0.480 1.989
P 3.41972 3.48159 -0.72187 0.340 -0.544 0.308 0.480
Si -4.78116 1.74484 -0.39788 0.139 -0.189 0.277 0.191
Si -4.51070 -0.46004 2.27291 0.130 0.186 -0.200 0.366
O 1.70903 -1.56160 0.29933 0.393 -0.336 -0.251 0.630
O 4.11299 4.75379 -0.00822 -0.086 -0.102 -0.204 -0.219
O 3.59470 3.76401 -2.31732 -0.172 0.026 0.146 -0.324
O 6.28641 -0.76664 5.22050 -0.089 -0.086 0.055 -0.748
O 5.86207 1.41717 5.60307 -0.107 0.014 0.080 -0.758
O 1.94284 3.43799 -0.48981 0.179 0.062 -0.160 -0.295
N 2.02794 0.04618 2.73377 -0.321 -0.188 -0.039 0.153
N -0.54638 1.67686 -1.63839 0.034 0.173 0.158 1.322
N 1.97601 -3.31607 1.65795 0.154 0.084 0.120 0.950
N 2.36277 0.45929 -2.78871 0.007 0.172 0.297 0.357
N 0.56621 2.30940 2.09625 0.033 -0.433 0.114 0.220
C -0.11276 4.54994 2.44613 -0.092 -0.002 -0.086 -1.148
C 3.79128 6.78722 1.19353 0.024 -0.013 0.050 -1.222
C -1.10119 -3.07792 -0.20534 -0.053 -0.047 0.035 0.255
C -3.53010 -2.49464 -4.96105 -0.047 -0.002 -0.052 -0.659
C -1.54090 -3.16762 2.16389 0.055 0.021 -0.029 -0.348
C 2.70535 -1.08861 3.00853 0.032 0.223 -0.051 -0.206
C 1.89472 -2.80731 0.43738 -0.069 -0.313 0.378 -0.103
C 2.45697 1.22517 3.21247 -0.053 0.028 0.060 1.125
C 4.73507 3.63546 -4.40267 0.003 -0.018 -0.027 -1.159
C 1.49849 0.59176 -3.95126 -0.053 -0.151 -0.217 0.152
C -6.23092 0.22508 2.73505 0.124 -0.139 -0.040 -1.191
C 4.34833 0.19878 4.25296 -0.039 -0.001 0.100 -0.761
C 1.97559 -3.61400 -0.80712 -0.120 -0.058 0.248 -0.971
C 3.59389 1.33311 4.00299 0.018 -0.022 -0.106 -0.621
C -5.91089 3.09274 0.33968 0.038 -0.136 -0.092 -1.132
C 1.82940 3.68070 3.54397 0.235 -0.146 0.043 -0.656
C 4.88698 3.82897 -2.91139 0.133 0.026 0.149 -0.247
C 1.64568 -5.25233 3.10248 -0.107 -0.195 -0.083 -0.413
C -2.91089 -2.63828 -2.63841 0.008 -0.033 0.015 -0.762
C -0.74133 1.58168 -3.07641 -0.047 -0.142 -0.139 -0.393
C -1.22095 -2.35396 -4.30878 0.017 0.006 0.020 -0.158
C 1.05130 -3.41275 -1.85736 -0.151 -0.099 -0.104 0.229
C 0.96421 4.73065 3.29868 0.000 -0.007 0.011 -0.473
C 3.01849 -4.52332 -0.96787 -0.011 0.001 -0.074 0.106
C 2.24210 -5.08147 -3.15884 -0.112 0.036 -0.101 -0.880
C -4.85813 -2.14055 1.45464 -0.058 0.079 0.077 -0.477
C 2.13322 -2.48730 2.85987 -0.139 -0.189 -0.214 0.278
C 1.77149 -4.71348 1.87129 0.107 0.169 -0.079 -0.559
C 1.19525 -4.17823 -3.01048 0.205 -0.067 0.103 -0.856
C 3.16482 -5.24568 -2.13842 0.031 -0.037 -0.016 -0.887
C 1.72479 -4.48479 4.27527 0.011 0.193 -0.110 -1.372
C -1.95974 -4.48001 2.04862 0.008 0.004 0.087 -1.019
C 3.90116 -1.00721 3.73364 0.071 -0.042 -0.049 -0.972
C 0.54957 1.78625 -3.86875 0.005 0.048 -0.028 -0.891
C -3.88302 -2.62361 -3.62696 -0.062 -0.009 0.044 -0.616
C -3.67559 -0.76758 3.94687 -0.123 -0.010 -0.081 -0.966
C -1.13977 -2.45931 1.03688 0.012 -0.061 0.155 -0.174
C -1.51832 -4.40684 -0.30919 0.027 -0.035 -0.003 0.094
C -2.19223 -2.35459 -5.29780 0.036 -0.002 -0.040 -0.950
C 1.60601 2.45000 2.92372 -0.166 -0.181 0.212 0.460
C -0.26513 3.30849 1.84867 0.143 0.415 0.309 -0.316
C -1.96324 -5.09730 0.80446 -0.009 -0.059 -0.064 -1.069
C 3.43866 6.01849 -0.05787 -0.097 -0.058 -0.100 -0.011
C -5.95080 0.44600 -1.15908 -0.009 0.155 0.029 -0.717
C -3.99013 2.57758 -1.91341 -0.092 -0.019 0.065 -1.042
C 5.63111 0.28704 5.12731 0.177 0.098 -0.242 0.468
C 1.99188 -3.13332 4.07172 -0.067 -0.050 0.196 -0.126
C -1.55607 -2.52639 -2.96275 -0.071 0.012 -0.037 0.503
H 1.13067 5.68207 3.78999 -0.025 0.020 -0.016 0.432
H -6.13890 1.16818 3.27673 0.019 0.007 0.014 0.264
H 1.09327 2.65195 -3.47267 0.008 0.020 0.010 0.276
H 5.33266 4.80129 -2.67431 0.034 -0.034 -0.055 0.318
H -6.65469 3.41036 -0.39937 -0.033 0.048 0.008 0.287
H -2.28516 -6.12724 0.70237 -0.004 0.006 0.024 0.359
H 3.98936 -5.93953 -2.24713 -0.001 -0.004 -0.005 0.371
H -0.23417 2.61169 -1.38875 -0.035 0.136 -0.054 0.104
H 2.88212 -0.41095 -2.78747 -0.039 -0.030 -0.024 0.119
H 4.48206 -1.89621 3.93899 0.007 0.012 0.002 0.602
H -3.18751 3.26712 -1.64216 0.002 0.020 0.054 0.240
H -3.57185 1.83017 -2.58961 0.003 -0.055 -0.007 0.148
H 3.44721 6.24011 2.07114 0.005 -0.008 0.002 0.177
H 2.12785 -2.49106 4.93402 -0.011 -0.055 0.054 0.454
H -1.48647 2.30261 -3.43780 0.030 -0.002 0.004 0.367
H 3.04933 1.20713 -2.75404 -0.004 0.000 0.031 -0.005
H -1.89762 -2.22445 -6.33257 -0.022 -0.004 -0.001 0.391
H 0.46530 -4.09409 -3.79736 -0.082 -0.004 -0.150 0.458
H 0.90443 -0.32437 -4.03354 0.026 0.047 0.011 -0.655
H -4.20943 -1.53321 4.51871 -0.006 -0.007 0.027 0.306
H -2.63737 -1.08005 3.84764 0.023 0.032 -0.048 0.054
H -1.40622 1.48999 -1.12193 -0.052 -0.072 -0.076 -0.774
H 2.32111 -5.65882 -4.07249 0.018 -0.007 0.006 0.415
H -1.50700 -2.68414 3.12949 0.006 -0.044 0.015 0.389
H -6.72609 -0.50357 3.38653 -0.050 0.027 0.025 0.342
H 3.94174 2.26444 4.42555 0.029 -0.026 -0.003 0.544
H -6.54620 0.91673 -1.94947 -0.034 -0.044 -0.034 0.410
H 4.09351 4.40311 -4.83690 -0.017 0.014 0.025 0.299
H 5.51748 3.04893 -2.46966 0.020 0.045 -0.076 0.271
H -3.67704 0.16054 4.52228 -0.022 0.016 0.013 0.329
H -0.18976 -2.18981 -4.59528 0.041 -0.022 0.013 0.112
H 4.87067 6.91824 1.27437 0.007 -0.011 -0.008 0.330
H -3.21390 -2.71360 -1.60067 0.023 0.006 -0.039 0.338
H -0.83214 -1.43083 1.15442 0.033 0.060 -0.065 0.135
H -0.82590 5.33845 2.24642 0.028 0.028 0.007 0.432
H 2.07750 0.67631 -4.88549 -0.039 -0.014 0.040 0.432
H -5.37247 -0.37017 -1.59635 0.037 0.005 -0.029 -0.144
H -1.48215 -4.90909 -1.27059 0.009 0.023 -0.005 0.436
H -2.26967 -5.02629 2.93085 -0.001 -0.010 -0.003 0.404
H 1.58589 -5.26809 0.96585 0.035 -0.050 0.104 0.281
H 0.26257 2.04409 -4.89324 -0.001 0.007 0.000 0.485
H -1.09483 3.10383 1.18030 0.003 -0.059 0.020 0.482
H -5.30670 3.95808 0.62006 0.016 0.024 -0.005 0.279
H -6.64294 0.01135 -0.43348 0.051 0.035 0.030 0.285
H 1.43596 -6.31690 3.13030 0.018 0.010 0.068 0.352
H -6.87724 0.39328 1.86957 0.073 -0.017 0.006 0.281
H -4.92467 -2.70168 -3.33962 -0.003 0.003 -0.030 0.444
H -5.21890 -2.86449 2.19318 -0.028 -0.041 -0.017 0.301
H -3.96332 -2.55060 0.98390 0.000 0.029 0.037 -0.278
H 3.32035 7.77171 1.19030 -0.030 0.011 -0.042 0.391
H 1.60903 -4.90903 5.25989 0.012 0.018 0.021 0.350
H -6.43488 2.75537 1.23699 0.044 -0.044 -0.049 0.270
H 3.71815 -4.66140 -0.15221 -0.012 0.024 0.011 0.558
H -4.29287 -2.48180 -5.73002 0.006 0.001 0.001 0.386
H 5.70976 3.68125 -4.89089 0.025 0.009 0.007 0.405
H 2.36242 5.84014 -0.12691 0.018 0.084 0.028 0.200
H 3.76554 6.54111 -0.96339 -0.037 0.055 0.049 0.223
H -5.62456 -2.03114 0.68176 0.006 0.028 0.000 0.390
H 2.66342 3.80757 4.21844 -0.013 0.022 -0.004 0.376
H -4.74841 3.14204 -2.46532 -0.007 0.014 -0.032 0.463
H 4.29314 2.66109 -4.61646 -0.008 -0.011 0.014 0.187
H -1.14021 0.58363 -3.29236 -0.011 0.040 -0.006 0.059
```
Forces are in eV/Å.

Results
* net charge: -2
* Kohn-Sham gap: 0.164 Ha